(1)
Density functional theory data (ωB97M-V with the def2-TZVPD basis set) for a molecular structure, C13H23Cl3EuNO4P2 in a non-equilibrium geometry.

Calculated values
Kohn-Sham gap (spin up / spin down) = 4.6244 / 4.7198 eV
E_HOMO (spin up / spin down) = -8.69 / -8.70 eV
Energy = -3638.22411 Ha
Spin multiplicity = 8
Energy relative to the best compared isomer or geometry (same formula, charge and spin) = 16.2 kJ/mol
Total charge = +1

Last column: Mulliken spin population.
Element x y z (Å)
C (3.98095, -0.56701, -1.10763)  0.00
P (-2.69795, -0.54510, 1.49897)  -0.02
H (0.88846, 1.45180, -1.99873)  0.00
O (0.25984, 2.79755, 1.91632)  0.00
C (-1.23465, -1.96141, -3.19022)  0.00
H (-2.54127, -3.18138, -1.97194)  0.00
H (-2.75746, -2.84241, 0.55307)  0.00
H (0.26678, -0.62524, -4.01857)  0.00
Cl (-2.59191, 4.44163, 0.05693)  0.00
C (-0.40688, 3.05304, 0.84977)  -0.01
Cl (-0.66381, 5.57675, 1.92065)  0.00
O (1.27667, -4.88970, 2.32102)  0.00
O (-0.70841, 2.16142, -0.00014)  0.00
H (3.99845, 2.42995, 0.05645)  0.00
C (3.32879, 2.23202, -0.78523)  0.00
P (2.66697, 0.57755, -0.71904)  0.00
C (-0.88178, 4.52912, 0.52047)  0.00
H (2.20800, 0.00702, 0.50563)  0.01
C (-0.20796, -1.03270, -3.12420)  0.00
H (-3.90302, -0.78183, 3.62134)  0.00
N (-0.37192, -0.90710, -0.72311)  -0.01
H (-4.15435, 1.40397, 0.90789)  0.00
C (-3.72874, -1.43318, 2.75179)  0.00
H (1.92784, 0.25513, -2.86258)  0.00
C (0.23279, -0.58139, -1.86997)  -0.01
H (-4.59748, -0.09835, 0.01597)  0.00
H (2.36109, -0.01145, 2.67903)  0.01
H (4.45910, -0.30534, -2.05635)  0.00
H (3.71520, -0.61347, 3.19987)  0.00
C (-2.31587, -1.85533, 0.38245)  0.00
C (-1.49625, -1.72719, -0.76569)  -0.01
Eu (0.24125, 0.41794, 1.53378)  7.03
H (4.73895, -0.54805, -0.31281)  0.00
H (3.91357, 2.36295, -1.70694)  0.00
H (3.57899, -1.58344, -1.17408)  0.00
H (-3.14845, 0.84908, -0.43163)  0.00
H (2.54271, 2.99406, -0.77612)  0.00
C (-1.80278, -2.38358, -1.99554)  0.00
H (-1.54311, -2.35875, -4.16549)  0.00
H (-4.69409, -1.78492, 2.36864)  0.00
Cl (0.09250, 5.08628, -0.86325)  0.00
H (1.01379, -4.25880, 1.61058)  0.00
H (-3.15399, -2.30094, 3.10357)  0.00
H (0.95294, -4.50402, 3.10294)  0.00
C (1.36500, 0.45931, -1.93759)  0.01
C (-3.76592, 0.50490, 0.40731)  0.00
O (3.35744, 0.09059, 2.67245)  0.00

Atoms 1-2, force components in eV/Å:
C 0.4 -0.4 0.2
P 0.5 0.1 -0.3



(2)
Density functional theory data (ωB97M-V with the def2-TZVPD basis set) for a molecular structure, C10H7MgN4O3S5.

Calculated values
Kohn-Sham gap = 6.1474 eV
E_HOMO = -3.97 eV
Energy = -3021.33589 Ha
Energy relative to the best compared isomer or geometry (same formula, charge and spin) = 0.0 kJ/mol
Total charge = -1

Last column: Löwdin charge in e.
Element x y z (Å)
C (-3.35915, 2.01393, -2.98966)  -0.25
C (-0.67319, -1.12337, -2.96698)  -0.47
H (-2.15978, -1.69976, -0.10250)  -0.01
C (4.08045, 0.12947, 4.17397)  -1.06
H (1.71934, 0.30884, -5.03835)  0.07
S (4.37744, 0.41704, 2.46080)  0.92
C (-2.75350, 1.34333, -1.89275)  -0.20
O (-1.24453, -1.90483, 0.14160)  -0.12
N (0.31160, -0.75586, -2.19259)  -0.05
H (2.22212, 0.16784, -2.43137)  0.05
S (2.39243, -0.26954, 4.47938)  0.92
C (1.32961, -0.17607, -2.93462)  -0.24
C (-1.53085, 1.81096, -1.33875)  -0.50
O (4.93240, 0.19510, 5.03400)  -0.11
H (-1.38033, 3.46511, -2.56566)  0.10
C (1.09002, -0.10160, -4.26380)  -0.39
H (-1.57820, -1.60113, -2.60910)  0.07
O (-0.96939, 1.20772, -0.39338)  -0.10
C (-3.28282, 0.13279, -1.38176)  -0.20
N (-3.60755, -0.89044, -0.94836)  0.14
C (2.73501, 0.14819, 1.88732)  -1.16
H (-0.09394, 3.22772, -1.40968)  0.12
S (2.49172, 0.31384, 0.15428)  0.48
H (-1.21996, -2.05423, 1.10373)  0.01
S (-0.43963, -0.78071, -4.61843)  1.02
N (-3.77668, 2.59351, -3.89981)  0.11
S (0.10140, -0.45700, 2.58240)  0.49
C (1.81673, -0.16736, 2.81817)  -1.16
N (-0.94061, 2.91360, -1.85014)  0.20
Mg (0.12776, -0.26813, 0.09422)  0.32

Atoms 1-2, force components in eV/Å:
C 0.1 -0.2 0.1
C 0.2 0.0 0.2



(3)
Density functional theory data (ωB97M-V with the def2-TZVPD basis set) for a single C19H29N3O5S molecule in a non-equilibrium geometry.

Calculated values
Kohn-Sham gap = 9.3462 eV
E_HOMO = -8.74 eV
Energy = -1680.12034 Ha
SMILES string = CCOC(=O)CCNC(=O)N1CCC[C@@H](CNS(=O)(=O)Cc2ccccc2)C1
Energy relative to the best compared isomer or geometry (same formula, charge and spin) = 3.5 kJ/mol

Last column: Löwdin charge in e.
Element x y z (Å)
C (-0.79277, -3.52314, 2.00598)  -0.05
C (0.22375, -2.87728, 4.08222)  -0.09
H (-1.83074, -3.43973, 3.87188)  0.11
C (0.85241, 0.83163, 1.70551)  -0.27
H (1.25273, 1.23362, -6.23508)  0.08
C (-1.67196, 0.88566, -2.72286)  -0.04
H (1.50785, -3.58197, -0.49995)  0.11
H (-1.66081, -3.83130, 1.44357)  0.12
C (1.43158, -2.69113, 3.43040)  -0.08
O (0.25011, -2.02309, -2.29458)  -0.29
H (0.71400, -1.15631, -5.68585)  0.13
H (0.08053, 2.35874, -1.37346)  0.09
O (0.72946, 0.80965, -2.54585)  0.04
H (-2.36939, 0.69085, -3.53615)  0.13
H (-0.94078, 0.41834, 0.54539)  0.12
C (-0.79669, 3.11520, 2.42025)  -0.15
H (2.46730, -2.76356, 1.55955)  0.12
H (1.29258, 2.09353, -0.00260)  0.11
C (-1.30883, 2.84700, 0.08115)  -0.54
O (-0.26725, 0.01446, -4.38633)  0.02
O (-2.47987, 3.07878, 0.32484)  0.05
H (2.72402, 0.30345, -5.91476)  0.08
H (-1.90676, 0.21031, -1.89515)  0.11
H (-1.75290, 3.63587, 2.36365)  0.12
C (1.52736, -2.91580, 2.06859)  -0.05
H (0.24872, 0.05038, 3.62828)  0.10
N (0.66154, -0.77052, -0.15098)  -0.09
H (2.30032, -2.36747, 3.98433)  0.11
O (-1.57780, -1.88580, -0.65784)  -0.28
H (-1.58439, 3.01443, -3.11114)  0.13
H (0.14837, -2.69914, 5.14462)  0.10
H (1.85173, 0.38581, 1.71955)  0.14
H (1.51586, -0.95907, -4.10159)  0.11
H (-1.74088, 1.21029, 2.72099)  0.12
C (-0.94728, 1.79854, 3.18212)  -0.16
N (-0.34268, 2.88478, 1.06213)  -0.05
H (-0.42540, -0.90957, 1.57973)  0.11
H (-0.06240, 3.75740, 2.91895)  0.13
C (0.98522, -0.44259, -4.90633)  -0.21
C (-0.06322, -0.11636, 0.92569)  -0.19
H (1.65681, 2.83286, 1.55603)  0.13
S (-0.16952, -1.99159, -0.92011)  0.65
H (2.08458, 1.39610, -4.68091)  0.07
C (-0.88740, -3.29455, 3.36731)  -0.07
C (0.93273, 2.20825, 1.01882)  -0.11
C (0.49226, -3.49717, -0.12762)  -0.16
H (1.12684, 1.58209, 3.69922)  0.12
H (0.99431, -0.12285, -0.85837)  0.07
C (-1.78402, 2.35142, -2.26142)  -0.15
C (-0.27320, 0.56141, -3.18950)  -0.50
H (-1.23341, 2.00513, 4.21430)  0.11
C (0.41623, -3.33304, 1.34371)  -0.30
C (0.36741, 1.02279, 3.14623)  -0.16
N (-0.86464, 2.66190, -1.19757)  0.08
H (-0.12658, -4.30771, -0.50293)  0.11
C (1.81531, 0.70078, -5.47180)  -0.06
H (-2.79037, 2.54928, -1.88426)  0.12

Atoms 1-2, force components in eV/Å:
C 0.1 0.0 0.0
C 0.0 0.0 0.0



(4)
Density functional theory data (ωB97M-V with the def2-TZVPD basis set) for 3 unconnected molecules or ions with the total composition C39H71N3O14S2 in a non-equilibrium geometry.

Calculated values
Kohn-Sham gap = 7.8304 eV
E_HOMO = -8.31 eV
Energy = -3542.17372 Ha
SMILES string = [H]/N=C/C[C@@H](C=C)O[C@@](COCC)(c1ccccc1)[C@](CCCCS(=O)(=O)O)(N=C=S)O[C@@H](CCO)C[C@@H](O)CN.COCCOCCOC.COCCOCCOC
Energy relative to the best compared isomer or geometry (same formula, charge and spin) = 0.0 kJ/mol

Last column: Löwdin charge in e.
Element x y z (Å)
H (0.25573, 1.74517, -3.43695)  0.08
H (2.85248, -1.59141, 0.00879)  0.13
H (-0.27846, -4.33569, -5.02547)  0.10
C (3.63667, 4.28009, 0.27532)  -0.34
O (-7.10557, 4.12545, 5.22470)  -0.21
C (0.03443, -3.54159, -4.30928)  -0.07
H (1.90225, 6.23002, -0.00856)  0.06
H (3.30163, 5.15951, -1.71156)  0.10
H (-7.91988, 5.79287, 6.08324)  0.13
C (1.51123, -2.81093, -2.34671)  -0.03
H (4.94172, 4.43947, -3.65042)  0.09
H (1.60208, 0.87753, -4.42946)  0.11
H (0.77243, -1.37401, 2.51189)  0.11
C (4.39275, 2.98072, -0.27430)  -0.05
C (-0.12252, -1.19134, -3.28840)  -0.02
H (-2.59015, 3.57581, 4.96392)  0.12
O (5.71221, -0.15158, 2.64630)  -0.11
N (-1.97725, 2.82988, 1.43445)  0.10
C (-7.11301, 5.07528, 6.28307)  -0.20
C (-5.78523, 5.81132, 6.34376)  -0.18
H (-0.94657, -0.25148, 1.80562)  0.10
C (5.47105, 0.50556, 1.36487)  -0.21
O (5.32473, 3.41611, -5.86226)  -0.34
C (-0.54387, -2.19260, -4.27629)  -0.07
H (-3.41287, -8.47185, -3.24332)  0.13
O (0.33990, 0.60125, -1.01415)  -0.09
N (3.22609, -0.34042, -2.92299)  0.13
H (1.50222, -10.01506, -1.88161)  0.09
H (-2.64657, 5.25930, 5.56957)  0.13
C (1.57272, 3.06861, -4.57557)  -0.19
O (4.18320, 4.83964, -4.12882)  -0.19
C (4.23454, -0.94459, -2.57811)  -0.66
N (2.80927, 6.61104, -0.29779)  -0.02
H (2.42330, 1.97827, 0.27171)  0.14
H (2.03585, -3.22638, 3.62484)  0.08
O (-0.32423, -9.20430, -2.26840)  -0.21
H (0.02956, -2.97554, 2.17928)  0.12
H (-4.98542, 3.31521, 5.94379)  0.12
H (-0.67939, -4.71839, -0.78399)  0.08
H (0.60646, 3.32420, -5.09291)  0.11
H (0.82280, -10.44592, -3.46635)  0.09
H (-1.49289, -9.17057, -0.19359)  0.12
H (4.60418, 3.06261, -1.37034)  0.10
O (3.86096, 5.09200, -6.65876)  -0.30
H (-2.81783, 6.42415, 3.56534)  0.09
H (3.19889, 7.11084, 0.50222)  0.06
S (4.05245, 4.10955, -5.59102)  0.66
O (3.67843, 0.60584, -0.82724)  -0.13
H (-3.10307, 0.17542, -0.99255)  0.12
H (-3.63568, 3.42368, 7.06454)  0.13
H (0.01458, 1.22793, 1.27939)  0.12
H (-2.13015, -7.23358, 1.42099)  0.13
H (-2.29921, 1.72511, -3.08373)  0.07
H (3.50997, 4.22982, 2.20882)  0.09
H (3.18254, 2.31609, -2.76487)  0.12
C (-0.86938, 0.10760, -0.45342)  -0.27
C (-3.25083, 4.41293, 5.22240)  -0.20
H (-2.24106, -7.45633, -2.41450)  0.12
H (1.79604, 3.94175, -3.90261)  0.10
C (2.75035, 2.82315, -5.62661)  -0.20
H (4.73785, 5.94723, -0.80603)  0.13
C (1.08438, -3.81819, -3.32083)  -0.07
C (4.06259, 1.19572, 1.49411)  -0.09
C (-2.39841, -7.27075, 0.35745)  -0.20
H (-3.36852, -6.78130, 0.20969)  0.13
H (-1.32542, -1.94022, -5.03881)  0.10
C (1.32922, 1.71571, -3.74559)  -0.17
S (5.29758, -1.98658, -1.93368)  0.71
H (-5.44510, 6.12021, 5.35385)  0.12
C (1.35661, -0.38085, -1.20061)  -0.25
O (0.94797, -2.18485, 0.51945)  -0.18
H (2.28147, 2.82206, -6.64915)  0.12
H (-8.11277, 2.51680, 4.48934)  0.09
H (-3.76524, 5.70639, 2.25031)  0.09
H (-1.40170, -4.89545, 0.83150)  0.08
H (0.17525, -11.18751, -1.96590)  0.09
H (-1.35309, -9.28829, -4.03318)  0.13
H (-3.13390, 1.05862, 1.40413)  0.13
C (3.49485, 1.70449, 0.08250)  -0.27
H (-1.87384, -10.47468, -2.79705)  0.13
O (-4.77268, 5.08109, 7.03240)  -0.13
H (-1.02637, -0.99635, -0.49354)  0.15
H (-5.93240, 6.72061, 6.93263)  0.13
O (-1.38988, -6.58305, -0.37027)  -0.20
H (6.28346, 1.27725, 1.25811)  0.12
H (-9.13022, 3.70131, 5.33792)  0.09
H (-8.04917, 2.60419, 6.25884)  0.09
H (5.37251, 2.96653, 0.27174)  0.12
H (1.71731, 2.56376, -1.75875)  0.13
C (-1.49126, -5.18178, -0.22190)  -0.10
C (-1.54193, -9.44343, -2.96242)  -0.20
C (0.92872, -1.45918, -2.28624)  -0.10
H (-0.64608, -0.20451, -3.34284)  0.08
O (-3.24893, -8.88982, -1.28333)  -0.13
H (3.23442, 1.83189, -5.44933)  0.10
H (5.51529, -0.29365, 0.58448)  0.09
O (4.13143, 4.65367, 1.59337)  -0.06
H (2.28917, -3.10879, -1.60843)  0.10
C (-8.16016, 3.19367, 5.34181)  -0.11
C (2.20873, 1.83300, -2.44594)  -0.09
H (3.14640, -2.67712, 2.23433)  0.07
C (1.82878, -1.12303, 0.10200)  -0.11
C (-4.20952, 3.98285, 6.32003)  -0.18
H (-2.44254, -4.82438, -0.63155)  0.09
H (2.06716, -4.20443, 2.12580)  0.08
C (-2.12187, 1.56043, 1.33468)  -0.25
H (4.17782, 2.12986, 2.12110)  0.12
H (-3.01685, -9.28009, 0.67522)  0.13
H (-7.30092, 4.57309, 7.23881)  0.13
C (-3.16115, 5.47956, 3.12997)  -0.12
C (2.62128, 0.46012, -1.78275)  -0.32
C (2.17246, -3.15157, 2.50908)  -0.06
H (1.57210, -4.82357, -3.25884)  0.10
C (-2.61725, -8.47793, -2.49340)  -0.18
H (6.31483, -0.89727, 2.49342)  0.08
C (3.71498, 5.50208, -0.71760)  -0.22
C (-0.90749, 0.60641, 1.08826)  -0.08
C (-2.14234, 0.74029, -1.16772)  -0.12
C (-2.48046, -8.71876, -0.09516)  -0.18
C (-2.08269, 1.86896, -1.98789)  -0.01
H (-2.91303, 3.23649, 1.59069)  0.05
O (-3.97115, 4.77665, 4.05112)  -0.21
C (0.58607, -10.27444, -2.41113)  -0.11
C (0.92976, -2.33196, 1.94480)  -0.26
H (1.80070, -0.35540, 0.93312)  0.12
H (2.53052, 4.08151, 0.43103)  0.14
H (3.34101, 0.54402, 2.04648)  0.11
H (-1.88799, 2.89346, -1.58553)  0.07
H (-2.30498, 4.87199, 2.82592)  0.06

Atoms 1-2, force components in eV/Å:
H 0.9 -0.5 -0.4
H -0.9 1.0 -0.2